No. 1
This record from the OMol25 dataset describes a structure of composition C27H77BGaN9O6P. The level of theory is ωB97M-V/def2-TZVPD.

Results
HOMO energy = -3.42 eV
Frontier orbital gap = 5.16 eV
Max |F| = 0.01333 Eh/bohr
Energy = -4310.140552 a.u.
Total charge = -1
Multiplicity = 1
E_LUMO = 1.7 eV

Each line ends with the Mulliken charge.
Element x y z (Å)
C1 4.445 -0.131 3.943  -1.14
P1 5.890 0.107 2.797  0.22
C2 5.932 1.963 2.578  -1.05
Ga1 5.477 -0.950 0.720  -0.33
C3 3.718 -0.392 -0.194  -0.47
C4 2.854 0.575 0.626  -0.09
C5 1.369 0.592 0.255  -0.81
C6 0.680 -0.716 0.644  -0.25
N1 -0.787 -0.556 0.799  -0.33
C7 -1.294 -0.666 2.129  0.51
N2 -2.098 0.170 2.635  -0.61
N3 -0.933 -1.815 2.849  -0.53
B1 5.616 -3.033 1.141  0.65
N4 4.536 -3.985 1.095  -0.50
O1 6.865 -3.598 1.459  -0.73
H1 4.765 -0.037 4.984  0.40
H2 4.053 -1.144 3.810  0.21
H3 3.628 0.581 3.784  0.29
H4 6.946 2.322 2.760  0.35
H5 5.262 2.446 3.294  0.33
H6 5.631 2.247 1.568  0.24
H7 6.736 -0.514 -0.196  -0.31
H8 3.159 -1.316 -0.409  0.04
H9 3.945 0.050 -1.170  0.31
H10 3.267 1.584 0.528  0.33
H11 2.924 0.319 1.691  -0.10
H12 0.844 1.406 0.767  0.26
H13 1.267 0.747 -0.824  0.27
H14 1.151 -1.079 1.564  -0.14
H15 0.866 -1.480 -0.112  0.40
H16 -1.242 -1.285 0.262  0.28
H17 -2.292 0.881 1.933  0.20
H18 0.061 -1.915 2.997  0.22
H19 -1.420 -1.814 3.737  0.28
H20 3.618 -3.572 1.145  0.15
H21 4.611 -4.774 1.726  0.14
H22 7.365 -2.889 1.885  0.23
C8 8.445 -7.052 4.902  -1.37
C9 7.117 -7.709 5.264  0.39
C10 6.358 -8.294 4.065  -0.75
O2 5.728 -7.348 3.237  -0.35
C11 6.569 -6.716 2.279  -0.58
N5 6.312 -6.760 6.035  -0.72
H23 8.294 -6.063 4.472  0.27
H24 9.055 -6.929 5.797  0.34
H25 9.004 -7.655 4.183  0.35
H26 7.334 -8.558 5.922  0.37
H27 5.552 -8.924 4.454  0.34
H28 7.023 -8.938 3.470  0.38
H29 7.312 -7.422 1.891  0.32
H30 7.071 -5.837 2.681  0.20
H31 5.938 -6.384 1.458  0.23
H32 5.482 -7.224 6.388  0.27
H33 5.967 -6.047 5.398  0.30
C12 7.252 -1.872 -4.065  -1.49
C13 5.982 -2.666 -3.772  0.37
C14 5.394 -3.385 -4.992  -0.75
O3 4.727 -2.553 -5.926  -0.38
C15 5.564 -1.864 -6.827  -0.64
N6 5.037 -1.790 -3.093  -0.33
H34 7.023 -0.918 -4.541  0.32
H35 7.762 -1.648 -3.129  0.30
H36 7.935 -2.428 -4.713  0.37
H37 6.247 -3.457 -3.062  0.31
H38 4.632 -4.085 -4.640  0.34
H39 6.171 -3.968 -5.507  0.43
H40 6.430 -2.474 -7.110  0.29
H41 5.922 -0.916 -6.418  0.22
H42 4.977 -1.653 -7.722  0.26
H43 4.252 -2.322 -2.729  0.21
H44 4.637 -1.139 -3.762  0.24
C16 -7.249 0.561 4.439  -1.41
C17 -6.236 1.558 4.997  0.37
C18 -6.132 2.857 4.187  -0.73
O4 -5.436 2.753 2.964  -0.44
C19 -6.173 2.221 1.884  -0.67
N7 -4.954 0.880 5.170  -0.70
H45 -6.844 0.024 3.582  0.26
H46 -7.493 -0.182 5.198  0.34
H47 -8.172 1.056 4.132  0.34
H48 -6.584 1.857 5.992  0.44
H49 -5.564 3.580 4.778  0.39
H50 -7.133 3.281 4.015  0.37
H51 -7.224 2.532 1.930  0.30
H52 -6.124 1.129 1.852  0.22
H53 -5.732 2.602 0.963  0.35
H54 -4.308 1.485 5.666  0.27
H55 -4.522 0.752 4.256  0.27
C20 -8.452 1.354 -1.644  -1.53
C21 -8.033 2.817 -1.541  0.90
C22 -8.978 3.794 -2.249  -0.97
O5 -8.873 3.811 -3.660  -0.32
C23 -9.574 2.786 -4.334  -0.70
N8 -6.647 2.950 -1.986  -0.66
H56 -8.197 0.934 -2.618  0.29
H57 -7.926 0.764 -0.893  0.32
H58 -9.525 1.231 -1.486  0.37
H59 -8.060 3.090 -0.480  0.11
H60 -8.717 4.807 -1.932  0.36
H61 -10.020 3.612 -1.952  0.47
H62 -10.516 2.552 -3.828  0.31
H63 -8.984 1.871 -4.423  0.25
H64 -9.796 3.150 -5.337  0.25
H65 -6.314 3.893 -1.799  0.25
H66 -6.639 2.873 -2.999  0.28
C24 -4.241 7.585 -5.388  -1.44
C25 -4.406 6.071 -5.296  0.28
C26 -5.240 5.605 -4.099  -0.38
O6 -4.590 5.656 -2.845  -0.37
C27 -4.560 6.923 -2.220  -0.74
N9 -3.085 5.445 -5.350  -0.71
H67 -3.487 7.945 -4.687  0.29
H68 -3.909 7.862 -6.388  0.36
H69 -5.179 8.102 -5.180  0.34
H70 -4.956 5.744 -6.185  0.41
H71 -5.486 4.551 -4.248  0.15
H72 -6.191 6.156 -4.051  0.39
H73 -5.485 7.480 -2.411  0.34
H74 -3.710 7.526 -2.550  0.24
H75 -4.465 6.754 -1.148  0.27
H76 -3.181 4.438 -5.432  0.28
H77 -2.621 5.592 -4.458  0.30

Forces on atoms 1 to 6 (eV/Å):
-0.1 0.1 0.1
0.5 -0.2 0.3
-0.1 -0.1 -0.1
-0.3 0.1 -0.5
0.0 0.0 0.1
0.0 -0.2 -0.1

No. 2
This record from the OMol25 dataset describes a structure of composition C27H79BrN12O5P4Zr. The level of theory is ωB97M-V/def2-TZVPD.

Results
HOMO energy = -11.55 eV
Frontier orbital gap = 1.57 eV
Max |F| = 0.13211 Eh/bohr
Energy = -6095.283283 a.u.
Total charge = +2
Multiplicity = 1
E_LUMO = -10.0 eV

Each line ends with the Mulliken charge.
Element x y z (Å)
Zr1 2.239 -4.447 1.284  1.24
Br1 0.018 -4.534 2.722  -0.18
C1 0.995 -0.524 -1.041  -1.02
C2 1.514 -1.111 0.372  0.54
C3 0.394 -1.035 1.452  -1.56
O1 2.007 -2.438 0.375  -0.28
H1 0.771 0.537 -0.937  0.33
H2 0.066 -0.964 -1.405  0.37
H3 1.718 -0.615 -1.852  0.32
H4 2.312 -0.511 0.811  0.26
H5 0.053 -0.116 1.928  0.25
H6 0.407 -1.673 2.335  0.35
H7 -0.500 -1.517 1.057  0.43
O2 -1.521 2.085 5.470  -0.83
P1 -1.908 0.660 5.675  0.05
N1 -3.100 0.490 6.873  0.19
C4 -2.976 1.044 8.249  -1.03
C5 -4.135 -0.430 6.828  -0.90
N2 -0.699 -0.322 6.265  0.52
C6 0.607 0.224 6.386  -1.12
C7 -0.885 -1.721 6.560  -1.07
N3 -2.679 -0.156 4.381  0.70
C8 -2.517 -1.519 3.994  -0.66
C9 -3.724 0.571 3.699  -0.95
H8 -1.943 1.377 8.352  0.27
H9 -3.193 0.206 8.911  0.47
H10 -3.576 1.912 8.523  0.27
H11 -4.663 -0.647 7.756  0.44
H12 -3.799 -1.358 6.367  0.25
H13 -4.838 -0.018 6.103  0.17
H14 0.849 0.569 5.381  0.29
H15 0.681 1.042 7.104  0.25
H16 1.367 -0.525 6.607  0.44
H17 -0.389 -1.907 7.512  0.51
H18 -1.921 -2.009 6.740  0.30
H19 -0.684 -2.387 5.721  0.27
H20 -1.468 -1.772 3.839  -0.11
H21 -2.977 -2.219 4.691  0.27
H22 -2.953 -1.722 3.016  0.32
H23 -4.579 0.629 4.373  0.22
H24 -4.166 0.113 2.815  0.45
H25 -3.318 1.559 3.483  0.15
O3 -3.113 5.647 0.382  -0.81
P2 -2.066 4.619 0.573  0.36
N4 -1.732 4.222 2.184  0.10
C10 -2.771 4.536 3.221  -0.78
C11 -0.952 3.095 2.523  -0.87
N5 -0.486 4.873 -0.010  0.29
C12 0.472 5.683 0.797  -1.15
C13 -0.375 5.198 -1.451  -1.17
N6 -2.634 3.085 -0.142  0.55
C14 -1.885 2.022 -0.737  -1.16
C15 -4.144 2.915 -0.058  -1.00
H26 -2.477 4.062 4.157  0.36
H27 -3.667 4.045 2.841  0.19
H28 -2.865 5.598 3.448  0.29
H29 -1.665 2.286 2.686  -0.12
H30 -0.418 3.069 3.473  0.68
H31 -0.184 2.842 1.792  0.38
H32 0.362 5.496 1.865  0.38
H33 1.477 5.451 0.446  0.34
H34 0.141 6.707 0.624  0.42
H35 -0.092 6.245 -1.555  0.42
H36 0.423 4.581 -1.865  0.35
H37 -1.239 5.146 -2.113  0.36
H38 -1.930 1.072 -0.204  0.34
H39 -2.406 1.754 -1.657  0.54
H40 -0.824 2.220 -0.889  0.24
H41 -4.506 2.923 0.970  0.24
H42 -4.503 1.968 -0.461  0.34
H43 -4.687 3.643 -0.660  0.35
O4 4.176 -4.510 0.202  -0.85
P3 5.076 -3.783 -0.796  0.53
N7 6.276 -4.734 -1.640  0.36
C16 5.981 -6.093 -2.120  -0.94
C17 7.362 -4.035 -2.288  -1.27
N8 6.080 -2.578 0.051  0.18
C18 5.536 -1.297 0.267  -0.91
C19 7.136 -3.088 1.010  -1.04
N9 4.349 -2.912 -2.104  0.55
C20 5.093 -1.903 -2.905  -1.11
C21 3.039 -3.251 -2.660  -1.07
H44 6.953 -6.553 -2.295  0.32
H45 5.491 -6.049 -3.092  0.36
H46 5.312 -6.734 -1.546  0.28
H47 7.602 -3.129 -1.730  0.43
H48 7.146 -3.798 -3.330  0.33
H49 8.250 -4.662 -2.212  0.40
H50 5.123 -1.191 1.270  0.35
H51 6.331 -0.565 0.127  0.35
H52 4.851 -0.994 -0.525  0.06
H53 6.899 -2.922 2.061  0.38
H54 7.378 -4.127 0.784  0.33
H55 8.011 -2.439 1.026  0.35
H56 4.907 -0.918 -2.477  0.40
H57 6.181 -1.961 -2.923  0.25
H58 4.899 -1.823 -3.974  0.47
H59 2.291 -3.622 -1.958  0.20
H60 3.123 -4.155 -3.263  0.25
H61 2.639 -2.407 -3.222  0.45
O5 -3.543 1.746 -6.493  -0.84
P4 -2.644 0.793 -5.754  0.59
N10 -3.179 0.138 -4.276  0.44
C22 -4.596 0.076 -3.957  -1.08
C23 -2.347 -0.900 -3.540  -0.95
N11 -1.166 1.564 -5.438  0.36
C24 0.024 0.965 -5.014  -1.25
C25 -1.051 2.979 -5.102  -1.33
N12 -2.172 -0.529 -6.772  0.25
C26 -2.895 -1.831 -6.782  -1.06
C27 -1.459 -0.378 -8.142  -1.04
H62 -4.811 0.310 -2.914  0.30
H63 -4.984 -0.887 -4.291  0.32
H64 -5.078 0.932 -4.428  0.38
H65 -2.215 -1.856 -4.047  0.37
H66 -2.931 -1.109 -2.644  0.46
H67 -1.375 -0.527 -3.216  -0.02
H68 0.238 0.906 -3.947  0.08
H69 -0.019 -0.028 -5.460  0.40
H70 0.834 1.437 -5.570  0.49
H71 -0.270 3.500 -5.657  0.35
H72 -2.000 3.311 -5.524  0.39
H73 -1.161 3.122 -4.027  0.44
H74 -2.228 -2.608 -7.155  0.29
H75 -3.254 -2.063 -5.779  0.25
H76 -3.654 -1.579 -7.523  0.40
H77 -0.933 0.577 -8.130  0.32
H78 -2.119 -0.544 -8.993  0.33
H79 -0.648 -1.106 -8.121  0.38

Forces on atoms 1 to 6 (eV/Å):
-1.1 5.9 -2.3
2.2 -0.3 -1.2
0.7 -0.7 1.1
-1.7 1.1 1.1
-1.6 -0.9 -0.1
0.8 -5.1 1.4